C3H8N2O2 | the ωB97M-V functional and the def2-TZVPD basis

Calculated values
**SMILES**: C[C@@H](N)C[N+](=O)[O-]
**Energy above the lowest of the compared OMol25 structures with the same formula, charge and spin**: 119.9 kcal per mole
**Frontier orbital gap**: 10.462 eV
**LUMO**: 0.154 eV
**HOMO energy**: -10.308 eV
**Spin multiplicity**: 1
**E**: -10311.7509 eV
**Charge**: 0

CARTESIAN COORDINATES (ANGSTROEM)
C 1.38 -0.86 -0.74
C 0.17 -0.41 0.03
N 0.85 0.30 1.15
C -0.68 0.77 -0.50
N -1.99 0.62 0.18
O -1.96 0.46 1.39
O -3.02 0.57 -0.47
H 1.18 -0.97 -1.85
H 2.06 -0.04 -0.65
H 1.96 -1.67 -0.42
H -0.46 -1.38 0.06
H 1.47 -0.35 1.61
H 0.07 0.49 1.76
H -0.97 0.82 -1.60
H -0.04 1.66 0.04